Below is C8H15NOS as an isolated structure, with properties calculated with ωB97M-V/def2-TZVPD.

The total energy is -841.75241 Eh. The HOMO-LUMO gap is 9.19 eV. Its relative energy (zero: lowest compared OMol25 entry of this formula, charge and spin) is 169.7 kcal/mol. For the LUMO energy, the calculation gives 0.169 eV.

The geometry in XYZ format:
```
26
Properties=species:S:1:pos:R:3:forces:R:3
C -2.0282 -2.6764 0.2635 -0.54 1.42 2.93
C -3.4423 -0.5562 0.3830 1.12 -0.71 -0.20
C -2.8706 0.5489 -0.6640 -2.20 1.24 1.52
C -1.5692 1.1140 0.0366 1.31 -1.70 1.53
C -0.8010 2.4512 -0.5016 -0.80 -2.51 -0.56
C 0.6318 2.6435 0.2849 -4.77 -2.09 1.75
C 1.4696 1.4037 0.7932 -1.57 3.81 1.25
C 2.9148 -0.1363 -0.3033 2.58 -4.40 0.67
H -1.1056 -1.9375 0.2342 -1.13 -2.21 0.57
H -1.9467 -3.5558 -0.4502 0.00 1.12 1.20
H -2.4088 -3.0508 1.5397 1.83 0.81 -3.78
H -2.8255 -0.4908 1.4124 -1.91 0.05 -2.07
H -4.6341 -0.4412 0.4968 2.87 -0.64 -0.10
H -3.8210 1.2852 -0.9001 2.68 -1.27 0.73
H -2.6023 0.0831 -1.6285 -0.29 0.04 0.59
H -1.7507 0.9909 1.3190 0.86 0.88 -3.82
H -0.8076 0.1493 -0.2915 -1.62 2.78 1.39
H -0.8772 2.0705 -1.6312 1.14 1.65 1.97
H -1.3648 3.4401 -0.3890 0.52 -1.60 -0.19
H 0.2149 3.2268 1.1881 1.22 -0.90 -1.06
H 1.2132 3.2541 -0.2861 1.86 1.70 -1.40
H 1.0357 0.7552 1.5435 -0.78 -0.60 -0.59
H 2.1449 1.9499 1.4375 0.91 0.06 0.07
N 2.1865 0.7823 -0.2074 1.39 -1.87 -1.15
O -3.0911 -1.8701 -0.1887 -1.82 0.41 -0.52
S 3.9456 -1.6874 -0.1492 -2.87 4.54 -0.75
```
Positions in Å, forces in eV/Å.